(1)
C3H5N3 in the gas phase, computed with wB97M-V/def2-TZVPD.

Structure (XYZ):
```
11
C3H5N3 wB97M-V/def2-TZVPD
C -1.62668 -0.30256 0.02707
N -0.15689 -0.18688 -0.12831
C 0.45945 1.00639 -0.08865
N 1.76176 0.89443 -0.02091
C 1.93510 -0.44980 -0.00673
N 0.82005 -1.16997 -0.06454
H -2.18446 -0.50689 -0.89610
H -1.88853 -1.05794 0.76836
H -2.00345 0.65928 0.40550
H -0.06941 1.94599 -0.07339
H 2.95305 -0.83206 0.07769
```

The calculation puts the LUMO energy at 0.9 eV. The HOMO energy comes out at -9.98 eV. The relative energy (zero: lowest compared OMol25 entry of this formula, charge and spin) comes out at 16.1 kcal/mol. As for the HOMO-LUMO gap: 0.3985 Eh.

Atom charges from the natural (NBO) analysis, given in e for atoms 1 to 5:
1. C -0.41
2. N -0.20
3. C 0.19
4. N -0.49
5. C 0.13

=====

(2)
C3H6N3P in the gas phase, computed with wB97M-V/def2-TZVPD.

Structure (XYZ):
```
13
C3H6N3P wB97M-V/def2-TZVPD
C 0.82342 -1.42641 -0.63640
C 0.50838 -0.13507 -0.03016
N 1.47466 0.41886 0.80124
N 1.04696 1.51489 1.24364
N -0.09698 1.99367 0.95163
C -0.58099 0.63932 -0.17610
P -2.28966 0.73385 -0.88513
H 0.03574 -2.01985 -0.49097
H 0.97435 -1.45512 -1.81007
H 1.76632 -1.91567 -0.09437
H 1.64023 1.95716 1.90878
H -2.95332 0.28157 0.38155
H -2.34913 -0.58720 -1.16363
```

The calculation puts the LUMO energy at 0.8 eV. The HOMO energy comes out at -8.92 eV. The relative energy (zero: lowest compared OMol25 entry of this formula, charge and spin) comes out at 97.4 kcal/mol. As for the HOMO-LUMO gap: 0.3581 Eh.

Atom charges from the natural (NBO) analysis, given in e for atoms 1 to 5:
1. C -0.62
2. C 0.02
3. N -0.30
4. N -0.07
5. N -0.24

=====

(3)
2 unconnected molecules or ions with the total composition C3H4N2O, computed with wB97M-V/def2-TZVPD.

Structure (XYZ):
```
10
C3H4N2O wB97M-V/def2-TZVPD
C 1.73965 -0.52933 -0.98525
C 0.66894 -0.42182 -0.17098
C 0.87072 -1.66183 -0.85924
N -1.70282 0.99295 1.07197
N -0.41294 1.21061 1.18035
O 0.56886 -2.77927 -1.14226
H 2.61658 -0.13521 -1.43926
H -2.03148 0.19994 1.60401
H -2.22155 1.20325 0.22141
H -0.09596 1.92070 0.51925
```

The calculation puts the LUMO energy (alpha / beta) at 0.4 / -0.7 eV. The HOMO energy (alpha / beta) comes out at -8.11 / -7.69 eV. The relative energy (zero: lowest compared OMol25 entry of this formula, charge and spin) comes out at 156.1 kcal/mol. As for the HOMO-LUMO gap (alpha / beta): 0.3120 / 0.2562 Eh.

Atom charges from the natural (NBO) analysis, given in e for atoms 1 to 5:
1. C -0.30
2. C -0.03
3. C 0.46
4. N -0.54
5. N -0.34

=====

(4)
A molecular structure, C30H35N4O4S2ScSe, computed with wB97M-V/def2-TZVPD.

Structure (XYZ):
```
77
C30H35N4O4S2ScSe wB97M-V/def2-TZVPD
Sc 0.18306 -1.52425 1.43383
O -1.79195 -0.77488 2.11991
C -1.16681 0.31724 2.05596
O -0.36618 0.49445 1.07536
C -1.03598 1.18655 3.24930
C -1.80631 2.29879 3.53816
C -1.54825 3.02103 4.69390
C -0.52456 2.61614 5.54044
C 0.24335 1.49903 5.24661
C 0.00276 0.76067 4.09052
S 0.99120 -0.67031 3.71137
H -2.59997 2.59836 2.86449
H -2.14136 3.89362 4.93226
H -0.31962 3.17729 6.44311
H 1.03837 1.18940 5.91256
C 0.17353 -2.62692 -3.92479
C -1.10880 -1.80713 -4.00953
C -0.92764 -0.37199 -3.52019
C -0.75199 -0.25504 -2.01154
N -2.00115 -0.54379 -1.30258
C -2.32596 -1.65209 -0.61398
Se -1.22858 -3.13667 -0.30199
N -3.56965 -1.50266 -0.12195
C -4.26094 -2.45316 0.73866
C -5.05504 -3.47047 -0.06799
C -5.73877 -4.50873 0.81678
C -6.80476 -3.92304 1.73735
C -4.05170 -0.25237 -0.47638
C -5.24812 0.39445 -0.19462
C -5.39136 1.67895 -0.68677
C -4.37813 2.29736 -1.43210
C -3.18965 1.64997 -1.71545
C -3.05148 0.35848 -1.22367
H 0.01505 -3.64325 -4.28657
H 0.53580 -2.70074 -2.89813
H 0.96160 -2.17301 -4.52964
H -1.90133 -2.29714 -3.43394
H -1.45782 -1.78413 -5.04450
H -1.77628 0.24513 -3.82942
H -0.04047 0.06671 -3.98339
H -0.44901 0.75040 -1.71814
H 0.00643 -0.94107 -1.64305
H -4.89795 -1.86884 1.40143
H -3.50663 -2.94351 1.35275
H -4.36794 -3.96687 -0.75770
H -5.80042 -2.94755 -0.67650
H -4.98031 -5.02816 1.40983
H -6.19305 -5.26487 0.17343
H -6.37847 -3.24560 2.47903
H -7.32548 -4.70979 2.28298
H -7.55094 -3.36700 1.16457
H -6.03033 -0.07833 0.38347
H -6.30655 2.22089 -0.49015
H -4.53013 3.30604 -1.79199
H -2.39872 2.12737 -2.27811
O 1.74772 -1.20147 0.03252
C 2.37661 -2.18397 0.52447
O 1.84719 -2.87849 1.44037
H 3.38170 -2.42224 0.15983
N 3.75303 0.54952 2.02691
C 3.62715 1.14160 0.82119
S 4.94733 1.26691 -0.19656
N 2.38014 1.62521 0.58356
C 1.82281 2.12989 -0.60788
C 2.23399 1.74145 -1.87948
C 1.59956 2.26880 -2.99523
C 0.54338 3.16061 -2.86592
C 0.12142 3.52782 -1.59449
C 0.75806 3.01908 -0.47413
H 4.66830 0.21829 2.27398
H 2.96738 0.35588 2.63814
H 1.69408 1.48492 1.31438
H 3.04772 1.04250 -1.98706
H 1.94004 1.97397 -3.98038
H 0.06255 3.57225 -3.74438
H -0.69685 4.22690 -1.46948
H 0.43388 3.30830 0.51861
```

The calculation puts the LUMO energy at 0.0 eV. The HOMO energy comes out at -7.69 eV. The relative energy (zero: lowest compared OMol25 entry of this formula, charge and spin) comes out at 11.7 kcal/mol. As for the HOMO-LUMO gap: 0.2823 Eh.

Atom charges from the Löwdin analysis, given in e for atoms 1 to 5:
1. Sc 0.79
2. O -0.04
3. C -0.62
4. O -0.07
5. C -0.17

=====

(5)
C5H7NO in the gas phase, computed with wB97M-V/def2-TZVPD.

Structure (XYZ):
```
14
C5H7NO wB97M-V/def2-TZVPD
C -1.75733 0.13535 0.36396
N -0.34424 -0.02725 0.08806
C 0.33137 -1.21724 -0.39424
C 1.77063 -0.76200 -0.37150
C 1.95227 0.56487 -0.11453
C 0.57967 0.92503 0.15950
O 0.16651 2.14544 0.46243
H -2.23957 0.75266 -0.40133
H -1.88959 0.61885 1.33761
H -2.23256 -0.84814 0.38964
H 0.04001 -2.11637 0.15995
H 0.11033 -1.36862 -1.45816
H 2.53526 -1.48655 -0.65291
H 0.97724 2.68397 0.43152
```

The calculation puts the LUMO energy at 0.7 eV. The HOMO energy comes out at -7.70 eV. The relative energy (zero: lowest compared OMol25 entry of this formula, charge and spin) comes out at 64.4 kcal/mol. As for the HOMO-LUMO gap: 0.3074 Eh.

Atom charges from the natural (NBO) analysis, given in e for atoms 1 to 5:
1. C -0.41
2. N -0.38
3. C -0.28
4. C -0.21
5. C -0.45

=====

(6)
A molecular structure, C25H43F6N5O11S2V, computed with wB97M-V/def2-TZVPD.

Structure (XYZ):
```
93
C25H43F6N5O11S2V wB97M-V/def2-TZVPD
V -1.37238 -3.70482 0.61520
C -0.86824 0.11440 1.43090
F 0.04951 1.02058 1.88572
F -1.18452 -0.72921 2.48341
F -2.04895 0.65020 1.09873
S -0.11108 -0.75404 -0.14921
O 0.00636 0.28698 -1.18319
O 1.13745 -1.46931 0.20667
N -1.35629 -1.90175 -0.45141
S -2.22463 -1.25490 -1.53627
O -3.41566 -2.17327 -1.80711
O -2.61193 0.11212 -1.32938
C -1.20039 -1.38735 -3.23841
F -1.02361 -0.20784 -3.84428
F 0.08327 -1.85281 -2.98434
F -1.92333 -2.28036 -3.94056
C -0.24055 -4.51266 4.40176
C -0.40822 -4.30130 2.90422
O -0.99700 -5.08472 2.16441
O 0.03378 -3.27609 2.35097
H -0.26989 -3.54108 4.89499
H 0.80376 -4.80057 4.52266
H -0.91336 -5.23133 4.86966
C 1.15299 -4.55072 -1.40055
O 0.14324 -4.55659 -0.63852
N 1.86927 -5.54350 -2.01998
C 3.09066 -5.31476 -2.70123
C 1.38204 -6.91260 -1.94095
H 1.74680 -3.64374 -1.59285
H 3.24184 -5.98827 -3.54480
H 3.90442 -5.33963 -1.97647
H 3.13328 -4.30166 -3.10112
H 0.60099 -6.91870 -1.18068
H 1.36154 -7.34174 -2.94271
H 2.23515 -7.39050 -1.45938
C 1.82658 -0.51885 -5.12189
C 2.97328 -1.27553 -4.39741
O 3.10430 -2.46155 -4.54784
C 3.79625 -0.47249 -3.33298
H 1.18689 -0.07360 -4.35987
H 1.28400 -1.24665 -5.72523
H 2.16227 0.29121 -5.76936
H 3.88693 0.56156 -3.66557
H 4.81243 -0.86256 -3.27520
H 3.41250 -0.31277 -2.32535
C -4.32000 1.16869 3.17056
C -5.22447 1.09559 1.95455
O -6.16530 0.28594 1.97043
C -5.14981 1.92351 0.69552
H -4.71159 2.13433 3.49041
H -3.25020 1.21705 2.96737
H -4.45052 0.47094 3.99773
H -5.74388 2.79126 0.98221
H -5.67801 1.42890 -0.11962
H -4.18473 2.34588 0.41568
C 1.97996 2.19259 4.31636
C 2.34343 3.41793 5.16301
O 3.08923 3.32123 6.13912
C 1.82927 4.73297 4.64521
H 0.91284 2.01276 4.44687
H 2.40267 1.33517 4.84005
H 2.28465 2.14966 3.27070
H 2.44273 5.03794 3.79741
H 1.79589 5.54500 5.37156
H 0.77659 4.58376 4.40498
C -0.56738 3.73767 -0.59073
C -1.21646 5.00900 -1.21290
O -2.41689 5.06740 -1.58535
C -0.31633 6.23749 -1.42110
H 0.23870 3.45637 -1.26838
H -1.11923 2.82686 -0.82304
H -0.24141 3.90336 0.43611
H 0.71315 5.88191 -1.46384
H -0.31449 7.04277 -0.68651
H -0.49404 6.73210 -2.37602
C 2.62021 -0.90453 3.04230
C 1.90905 -1.41178 4.24389
N 1.40023 -1.79283 5.26158
H 3.31553 -1.62350 2.60905
H 3.05925 0.03170 3.38700
H 1.96156 -0.62984 2.21840
C -4.44060 2.85063 -2.90107
C -5.24831 1.77347 -3.41877
N -5.91707 0.87657 -3.72325
H -4.54785 3.81336 -3.40083
H -3.43201 2.44753 -2.99254
H -4.61216 2.81163 -1.82536
C 2.78662 1.79919 -0.29778
C 2.82136 2.90268 -1.29769
N 2.73131 3.81756 -2.07517
H 1.80206 1.91280 0.15590
H 3.42905 1.83438 0.58207
H 2.86599 0.85787 -0.84160
```

The calculation puts the LUMO energy (alpha / beta) at -0.6 / -0.6 eV. The HOMO energy (alpha / beta) comes out at -9.31 / -9.31 eV. Its expectation value of S² is 3.7555. As for the spin multiplicity: 4. As for the HOMO-LUMO gap (alpha / beta): 0.3189 / 0.3187 Eh.

Atom charges from the Löwdin analysis, given in e for atoms 1 to 5:
1. V 1.11
2. C -0.53
3. F 0.10
4. F 0.10
5. F 0.11

=====

(7)
2 unconnected molecules or ions with the total composition C6H11N2O, computed with wB97M-V/def2-TZVPD.

Structure (XYZ):
```
20
C6H11N2O wB97M-V/def2-TZVPD
C -0.32479 0.02967 2.75184
C -0.69935 1.01706 -0.83544
C 0.58519 0.41776 -1.15733
C -1.71773 -0.23114 -0.88055
C 0.85446 -0.29972 2.41171
C 0.26226 -0.83135 -1.85624
N 1.79552 0.26916 1.43271
N -0.93961 -1.21911 -1.63904
O -1.42505 0.33082 2.94366
H -0.72954 1.34194 0.25275
H -0.93144 1.78835 -1.48913
H 1.31052 0.88141 -1.77157
H 1.15796 0.11561 -0.24656
H -1.91326 -0.55292 0.09084
H -2.59381 -0.09906 -1.35697
H 1.33850 -1.11424 2.89324
H 1.61845 1.26988 1.25760
H 2.66653 -0.04261 1.86265
H 1.05408 -1.18977 -2.42240
H -1.36889 -1.88175 -2.24175
```

The calculation puts the LUMO energy (alpha / beta) at -4.4 / -5.0 eV. The HOMO energy (alpha / beta) comes out at -9.25 / -14.73 eV. The relative energy (zero: lowest compared OMol25 entry of this formula, charge and spin) comes out at 39.2 kcal/mol. Its expectation value of S² is 2.0095. Its total charge is +1. As for the spin multiplicity: 3. As for the HOMO-LUMO gap (alpha / beta): 0.1791 / 0.3580 Eh.

Atom charges from the natural (NBO) analysis, given in e for atoms 1 to 5:
1. C 0.35
2. C -0.40
3. C -0.55
4. C -0.21
5. C -0.07

=====

Table of energy (eV), in record order: -7661.75885, -16963.13387, -8197.11485, -153553.80615, -8833.40855, -120253.49810, -11416.10617